No. 1
{
  "formula": "C3H5ClSi",
  "method": "ωB97M-V/def2-TZVPD",
  "species": ["C", "C", "C", "Si", "Cl", "H", "H", "H", "H", "H"],
  "coordinates": [[0.35815, -0.84034, 0.50289], [-0.02294, 0.05203, -0.19973], [1.11209, -1.69560, 1.41233], [-1.27906, 1.77807, -1.62168], [-2.93859, 2.39916, -0.68858], [1.14476, -1.42446, 2.45723], [0.92700, -2.68954, 1.40657], [2.18665, -1.67420, 0.96716], [-1.14064, 1.15615, -2.87815], [-0.34742, 2.93874, -1.35805]],
  "atomic_forces_ev_per_a": [[0.45, -0.63, 1.27], [-2.79, 3.17, -2.88], [3.09, 2.24, -1.30], [3.65, -0.85, 3.84], [-0.66, -0.39, -0.20], [-0.07, 0.65, 0.13], [-1.30, -3.18, -0.36], [-1.41, 0.14, 1.13], [-0.57, -0.47, -1.11], [-0.39, -0.69, -0.52]],
  "relative_energy_ev": 2.356,
  "orbital_gap_ev": 9.11,
  "e_lumo_ev": 0.1,
  "molar_mass_g_mol": 104.6
}



No. 2
{
  "formula": "C21H35BF2N2O5Si",
  "method": "ωB97M-V/def2-TZVPD",
  "species": ["C", "C", "O", "B", "O", "C", "C", "F", "F", "C", "C", "Si", "C", "C", "C", "C", "C", "C", "C", "C", "O", "C", "O", "O", "C", "C", "C", "C", "N", "C", "N", "C", "H", "H", "H", "H", "H", "H", "H", "H", "H", "H", "H", "H", "H", "H", "H", "H", "H", "H", "H", "H", "H", "H", "H", "H", "H", "H", "H", "H", "H", "H", "H", "H", "H", "H", "H"],
  "coordinates": [[-0.29952, -3.48342, -3.20252], [0.92087, -2.64672, -3.93095], [0.85855, -1.18856, -3.74653], [1.93588, -0.69221, -2.85751], [3.26095, -0.45834, -3.46907], [1.55510, -0.41739, -1.26091], [0.30950, 0.64745, -1.30518], [0.37719, 1.50702, -2.54595], [0.38932, 1.63424, -0.16408], [-1.18383, -0.02553, -1.21924], [-1.52343, -0.64423, 0.26493], [-3.39979, -0.70861, 0.70436], [-4.39356, -1.97642, -0.38845], [-3.48959, -1.35599, 2.55656], [-4.28736, 1.00664, 0.71127], [-5.46398, 1.43110, -0.39590], [-6.26576, 2.87888, -0.37184], [-5.92143, 3.99284, 0.80977], [-4.74485, 3.63944, 1.90948], [-3.96772, 2.18538, 1.85380], [1.31016, -1.80893, -0.79281], [2.67223, -2.40537, -0.96935], [3.03619, -3.63111, -1.35425], [3.61170, -1.31427, -0.54553], [2.81823, -0.08343, -0.21643], [3.81828, 1.18430, -0.62736], [3.51788, 2.55918, 0.21779], [4.75220, 2.98225, 1.25782], [4.80725, 2.04514, 2.45970], [2.43105, -0.30495, 1.36182], [3.25620, -1.38905, 2.06160], [2.93831, -1.29914, 3.56916], [-1.32842, -3.26609, -3.76422], [-0.12798, -4.65590, -3.23671], [-0.48126, -3.20273, -2.08115], [1.99641, -3.02984, -3.67140], [0.78379, -2.83777, -5.10130], [3.18782, 0.37576, -4.02600], [-1.19138, -0.91600, -2.01345], [-2.00189, 0.75443, -1.60216], [-1.15120, -1.77818, 0.24019], [-0.92963, -0.13415, 1.13500], [-3.58435, -2.67665, -0.89004], [-4.95074, -1.35135, -1.21547], [-5.14710, -2.55652, 0.30417], [-4.58231, -1.20708, 3.00224], [-3.09315, -2.45220, 2.67410], [-2.80999, -0.58599, 3.16502], [-5.76277, 0.67856, -1.24937], [-7.11432, 3.12676, -1.15953], [-6.52415, 5.00528, 0.81661], [-4.52183, 4.46169, 2.74352], [-3.16149, 1.97561, 2.68433], [3.71847, 1.47963, -1.77962], [4.97082, 0.90965, -0.49168], [3.35112, 3.45935, -0.53849], [2.54911, 2.52176, 0.88734], [4.42007, 4.04057, 1.69810], [5.77887, 3.13145, 0.71548], [3.96801, 2.16921, 3.08494], [4.87316, 1.04839, 2.13894], [2.56820, 0.66854, 2.03515], [1.29397, -0.62598, 1.53338], [2.88921, -2.35637, 1.81117], [1.75926, -1.43893, 3.64832], [3.32788, -0.31104, 4.06032], [3.39157, -2.28406, 4.06805]],
  "atomic_forces_ev_per_a": [[-0.61, 0.04, -0.01], [-0.19, -1.43, -1.49], [2.04, -0.35, 2.55], [0.19, 0.42, -2.97], [-2.98, 1.16, 0.90], [1.18, 1.67, 0.36], [-1.91, 0.82, 1.10], [0.43, -2.44, 3.27], [0.24, -2.40, -2.98], [0.17, -0.21, -0.87], [1.40, -0.72, -0.64], [-0.66, -0.63, 1.10], [0.21, 0.29, -0.57], [0.08, 1.01, 0.87], [-2.92, 5.64, -0.09], [0.60, 2.59, 2.39], [2.81, -0.69, 3.18], [2.09, -4.09, -0.57], [-1.38, -2.37, -2.85], [-2.57, 0.95, -2.25], [2.38, -1.17, -1.32], [2.43, -2.65, 0.13], [-2.96, 8.62, 2.75], [-2.98, -2.78, -1.58], [0.58, -0.61, -0.95], [-0.05, 0.77, -0.11], [0.41, 0.97, 0.22], [-1.88, 0.79, 0.24], [-0.22, 0.13, -1.04], [-1.20, 0.24, 1.49], [-1.10, 0.32, 0.85], [-0.75, -1.49, -0.42], [2.31, -0.39, 1.09], [-0.11, 2.55, -0.09], [0.66, -0.41, -2.09], [-2.16, 0.47, -0.24], [0.35, 0.46, 2.53], [0.13, -1.66, 0.68], [0.12, 2.01, 1.69], [2.03, -1.43, 1.02], [-0.75, 2.34, 0.20], [-1.11, -0.70, -1.75], [-1.93, 1.16, 0.93], [0.95, -1.62, 1.49], [1.50, 1.06, -1.62], [2.31, -0.59, -1.01], [-0.81, 2.14, -0.07], [-1.28, -1.88, -1.03], [0.69, 1.67, 1.94], [2.07, -0.70, 1.83], [1.49, -2.29, 0.10], [-0.38, -2.21, -2.01], [-1.77, 0.46, -1.87], [-0.02, -1.11, 2.57], [-2.68, 0.17, -0.09], [0.36, -1.93, 1.50], [1.88, -0.14, -1.50], [0.93, -2.19, -1.02], [-1.92, -0.64, 1.12], [1.22, -0.22, -1.24], [-0.24, 1.27, 0.52], [-0.20, -2.00, -1.89], [2.10, 0.99, -0.90], [0.67, 1.80, 0.03], [2.23, 0.72, 0.41], [-0.77, -2.00, -1.00], [-0.75, 2.45, -0.93]],
  "orbital_gap_ev": 8.52,
  "smiles": "CCOB(O)[C@@]1(C(F)(F)CC[Si](C)(C)c2ccccc2)OC(=O)O[C@]1(CCCN)CNC",
  "e_lumo_ev": -0.2,
  "molar_mass_g_mol": 472.4
}



No. 3
{
  "formula": "C43H70I2N15O3Si",
  "method": "ωB97M-V/def2-TZVPD",
  "species": ["C", "C", "O", "C", "C", "O", "C", "C", "C", "C", "C", "C", "I", "C", "C", "I", "N", "N", "C", "C", "O", "Si", "C", "C", "C", "H", "H", "H", "H", "H", "H", "H", "H", "H", "H", "H", "H", "H", "H", "H", "H", "H", "H", "H", "H", "H", "H", "H", "H", "H", "H", "H", "H", "H", "H", "H", "C", "C", "N", "H", "H", "H", "C", "C", "N", "H", "H", "H", "C", "C", "N", "H", "H", "H", "C", "C", "N", "H", "H", "H", "C", "C", "N", "H", "H", "H", "C", "C", "N", "H", "H", "H", "C", "C", "N", "H", "H", "H", "C", "C", "N", "H", "H", "H", "C", "C", "N", "H", "H", "H", "C", "C", "N", "H", "H", "H", "C", "C", "N", "H", "H", "H", "C", "C", "N", "H", "H", "H", "C", "C", "N", "H", "H", "H"],
  "coordinates": [[-2.35177, 4.15148, -3.58381], [-1.62228, 3.40548, -2.45425], [-0.50175, 4.10699, -1.92272], [0.72845, 3.72647, -2.48219], [1.87547, 3.86210, -1.51235], [1.97895, 2.80174, -0.52369], [2.14729, 1.58336, -1.03405], [3.34991, 1.16618, -1.65719], [4.57009, 2.04032, -1.75501], [3.37939, -0.10107, -2.17906], [2.23378, -0.90871, -2.04803], [2.23268, -2.29599, -2.63753], [3.19482, -3.58560, -1.25208], [0.81601, -2.77303, -2.98052], [0.85092, -4.24799, -3.42704], [0.03881, -1.62136, -4.63347], [1.15132, -0.52119, -1.42763], [1.15050, 0.71027, -0.94695], [-0.09459, 1.08779, -0.23869], [0.14826, 0.90203, 1.27731], [-1.04781, 0.64145, 1.95647], [-1.28529, -0.97965, 2.39685], [-0.41973, -2.21741, 1.27982], [-0.79244, -1.35081, 4.15894], [-3.13173, -1.29851, 2.30221], [-2.26607, 3.61983, -4.53044], [-2.06485, 5.19675, -3.66908], [-3.41856, 4.12974, -3.35151], [-1.38377, 2.39517, -2.80457], [-2.32094, 3.27529, -1.63112], [0.70256, 2.74249, -2.96864], [0.95328, 4.43073, -3.29893], [2.78973, 4.03095, -2.07828], [1.69746, 4.76975, -0.93763], [5.29729, 1.64325, -1.03993], [5.02475, 1.92142, -2.73551], [4.40884, 3.07277, -1.47706], [4.25812, -0.48626, -2.67795], [2.79742, -2.22791, -3.56951], [0.17135, -2.62377, -2.12065], [1.78092, -4.40890, -3.97567], [0.79989, -4.92514, -2.58055], [0.04458, -4.44701, -4.12813], [-0.39187, 2.10641, -0.46905], [-0.89493, 0.43572, -0.57949], [0.54940, 1.85087, 1.64736], [0.93053, 0.14764, 1.42651], [-0.89458, -3.18248, 1.46545], [0.62505, -2.34534, 1.58066], [-0.44887, -1.98755, 0.21517], [-1.02276, -2.40953, 4.31561], [-1.39154, -0.80271, 4.88519], [0.27721, -1.24005, 4.35989], [-3.58970, -0.78925, 3.15090], [-3.46898, -0.84197, 1.37194], [-3.29667, -2.36863, 2.31172], [0.15147, 8.01587, -2.53353], [0.42728, 7.54413, -3.88633], [0.64375, 7.15716, -4.94306], [1.01489, 8.55320, -2.14585], [-0.70740, 8.68389, -2.54400], [-0.06539, 7.16678, -1.88597], [-4.91719, 0.41053, -1.58159], [-4.65820, -0.94822, -1.12799], [-4.48263, -2.00366, -0.71638], [-3.98052, 0.93433, -1.71871], [-5.45934, 0.39018, -2.52747], [-5.51328, 0.93104, -0.84035], [0.68147, -4.28538, -7.68638], [0.91022, -5.62185, -7.14893], [1.08595, -6.66952, -6.71870], [1.63183, -3.77436, -7.82018], [0.17784, -4.34801, -8.64610], [0.06360, -3.71663, -6.99269], [7.34509, -2.93890, -4.26124], [6.20805, -2.88660, -3.34992], [5.30231, -2.86178, -2.64212], [7.04578, -2.57513, -5.24222], [8.15246, -2.31748, -3.87895], [7.69763, -3.96443, -4.35394], [-6.84470, -1.61837, 2.10684], [-7.04978, -0.33428, 1.44534], [-7.20040, 0.67477, 0.92208], [-5.80186, -1.71957, 2.40334], [-7.47693, -1.68269, 2.99038], [-7.09825, -2.42655, 1.42395], [-2.23513, -5.48691, 4.03752], [-3.24205, -4.44181, 4.18234], [-4.03405, -3.62060, 4.29626], [-2.50874, -6.35802, 4.63029], [-2.15407, -5.78144, 2.99271], [-1.26839, -5.12112, 4.38092], [1.65778, -0.61956, -9.93818], [1.32237, -2.00335, -10.25453], [1.05854, -3.09032, -10.50290], [1.59887, -0.46153, -8.86258], [2.66785, -0.39831, -10.27707], [0.96054, 0.05152, -10.43558], [-4.36802, 3.12652, 2.44602], [-4.07869, 2.75616, 1.06731], [-3.84682, 2.45227, -0.01417], [-3.52373, 3.66357, 2.87037], [-5.24823, 3.76025, 2.48348], [-4.55188, 2.22919, 3.03418], [3.43083, -0.44621, 5.24030], [3.05461, -1.84996, 5.10539], [2.75930, -2.95315, 5.00376], [3.45109, -0.17084, 6.29129], [4.41694, -0.27913, 4.81152], [2.70664, 0.18351, 4.72627], [7.29919, 2.67214, 2.13923], [6.69552, 1.91592, 3.23048], [6.21945, 1.32657, 4.08935], [7.60459, 3.65379, 2.49555], [8.17227, 2.14320, 1.76216], [6.57890, 2.79521, 1.33272], [-4.12566, 7.34570, 2.14446], [-4.61235, 6.44166, 3.18013], [-4.99474, 5.73189, 3.99432], [-3.80559, 8.28314, 2.59476], [-3.28295, 6.89255, 1.62501], [-4.91981, 7.54704, 1.42818], [3.36279, 0.60847, 9.74660], [2.59949, 1.17753, 8.64119], [1.99738, 1.62309, 7.77367], [4.31049, 0.21895, 9.37964], [3.55803, 1.37567, 10.49293], [2.79858, -0.20062, 10.20583], [-4.73222, -8.10621, 6.69940], [-3.36250, -8.49327, 6.37674], [-2.28769, -8.80307, 6.12773], [-5.43138, -8.76019, 6.18238], [-4.89458, -8.18714, 7.77213], [-4.91003, -7.07782, 6.38912]],
  "atomic_forces_ev_per_a": [[-0.42, -0.52, 0.21], [-1.04, 0.35, -0.13], [0.35, -0.92, 0.31], [0.19, 0.67, -0.88], [-0.66, 0.88, -0.06], [-0.06, -0.12, -0.14], [0.77, -0.41, -0.50], [0.19, 0.13, -0.29], [0.14, -0.54, 0.56], [-0.58, 0.43, 0.39], [0.45, -0.74, -0.23], [-0.76, 0.90, -0.43], [-1.99, -0.75, 1.56], [0.66, -1.16, 0.21], [-0.08, 0.63, -0.47], [0.07, 0.31, 0.29], [0.28, 0.22, 0.04], [-0.91, 0.77, 0.12], [-0.30, -0.32, 0.52], [0.03, 1.00, -0.01], [0.48, -0.77, -0.26], [-1.23, -0.66, 0.53], [0.46, 0.38, 0.27], [0.34, -0.04, -0.24], [1.05, 1.00, -0.26], [0.29, 0.32, -0.17], [0.22, -0.05, -0.08], [-0.01, 0.13, -0.02], [0.46, 0.05, 0.13], [0.12, 0.06, 0.15], [-0.14, -0.13, 0.24], [0.18, -0.09, -0.03], [0.18, -0.45, 0.11], [0.08, -0.13, 0.24], [0.03, 0.03, -0.01], [-0.06, 0.31, -0.08], [-0.03, 0.08, -0.20], [0.02, -0.08, 0.02], [0.35, -0.39, 0.19], [-0.27, 0.12, -0.20], [-0.01, -0.22, 0.02], [0.01, -0.02, 0.03], [-0.14, -0.22, 0.21], [0.27, 0.09, -0.07], [0.23, -0.25, -0.07], [0.10, -0.08, 0.10], [-0.15, -0.17, 0.01], [-0.13, 0.02, -0.13], [0.04, 0.03, -0.14], [-0.10, -0.10, -0.03], [0.01, -0.02, -0.03], [0.13, 0.17, 0.00], [-0.12, 0.10, 0.13], [-0.26, -0.24, 0.02], [-0.32, -0.20, 0.00], [-0.32, 0.02, 0.01], [0.01, 0.01, -0.01], [-0.05, 0.02, 0.22], [0.06, -0.14, -0.15], [-0.01, 0.02, 0.00], [0.00, 0.01, 0.01], [-0.03, -0.01, -0.01], [-0.16, -0.35, -0.52], [-0.24, 0.25, 0.01], [0.13, -0.32, 0.00], [0.02, 0.04, -0.02], [-0.02, -0.08, 0.02], [-0.03, 0.00, 0.01], [-0.10, -0.14, 0.16], [-0.04, 0.19, -0.04], [0.06, -0.15, 0.13], [0.00, 0.00, -0.05], [0.05, -0.02, -0.03], [0.01, 0.00, 0.00], [0.02, -0.05, 0.05], [0.11, -0.16, -0.13], [1.76, 1.12, -1.41], [0.00, -0.01, -0.01], [0.01, -0.01, 0.00], [0.00, 0.00, 0.00], [-0.03, 0.01, 0.02], [0.09, -0.26, 0.11], [0.03, 0.23, -0.07], [-0.01, -0.02, -0.01], [0.00, 0.00, 0.00], [0.02, 0.00, -0.02], [0.03, 0.01, 0.01], [0.10, -0.18, 0.03], [-0.16, 0.04, 0.09], [0.04, -0.02, 0.00], [-0.01, -0.01, 0.00], [0.00, -0.01, 0.01], [0.00, -0.02, -0.02], [0.04, 0.20, -0.04], [-0.01, -0.07, -0.11], [0.00, 0.01, 0.00], [0.00, 0.01, -0.01], [0.00, 0.01, 0.00], [-0.01, -0.19, -0.11], [-0.02, -0.08, 0.22], [0.36, 0.48, 0.18], [-0.01, 0.00, 0.03], [-0.03, -0.02, 0.02], [0.00, -0.02, -0.01], [0.07, -0.13, -0.06], [0.05, 0.21, 0.03], [-0.09, -0.17, -0.08], [-0.06, 0.07, -0.01], [0.01, 0.02, 0.01], [-0.03, 0.03, 0.06], [0.03, -0.02, 0.04], [0.08, 0.12, -0.13], [-0.11, -0.12, 0.10], [0.01, 0.01, -0.01], [0.01, 0.01, 0.00], [0.00, 0.02, 0.00], [-0.02, -0.01, 0.01], [0.04, 0.22, -0.06], [-0.04, -0.03, 0.13], [0.00, 0.01, 0.00], [0.00, 0.00, -0.01], [0.00, 0.01, 0.00], [-0.02, 0.01, -0.01], [0.07, -0.05, 0.18], [-0.06, 0.04, -0.18], [0.01, 0.00, 0.01], [0.01, 0.00, 0.01], [0.00, 0.00, 0.00], [0.03, -0.01, -0.01], [-0.24, 0.02, 0.09], [0.20, 0.03, -0.11], [-0.01, 0.00, 0.00], [-0.01, 0.00, 0.00], [-0.02, 0.00, 0.01]],
  "orbital_gap_ev": 7.01,
  "e_lumo_ev": -3.8,
  "molar_mass_g_mol": 1127.0,
  "charge": 1
}